Entry 1:
60
Properties=species:S:1:pos:R:3:forces:R:3 method="wB97M-V/def2-TZVPD" homo_lumo_gap_ha="0.20947 / 0.21107" total_energy_ha=-5537.66000 molar_mass_g_mol=844.60 de_lowest_kj_mol=456.90 homo_ev="-7.021 / -7.065"
Ir 0.004 -0.013 -0.582 3.05 -4.89 1.29
Cl 6.353 -2.710 0.766 0.34 0.12 0.06
C 4.700 -2.553 0.317 -0.50 -0.44 0.00
C 4.198 -1.311 -0.018 -0.29 0.19 -0.01
C 2.852 -1.168 -0.358 0.07 -2.18 0.14
N 2.237 0.014 -0.664 -2.41 1.45 0.20
C 2.919 1.009 -1.262 -0.21 -0.34 -0.14
O 4.048 0.941 -1.728 0.03 0.22 0.12
C 2.151 2.289 -1.339 0.24 0.49 -0.08
C 2.807 3.412 -1.840 -0.09 -0.22 0.00
C 2.155 4.628 -1.850 -0.18 -0.15 0.13
C 0.869 4.674 -1.328 0.03 -0.01 -0.05
C 0.292 3.502 -0.861 -0.07 0.42 -0.01
N 0.903 2.324 -0.872 -0.14 0.46 -0.07
C 2.021 -2.320 -0.411 2.10 0.59 0.42
C 2.548 -3.566 -0.072 -0.32 0.28 0.00
C 3.869 -3.680 0.307 0.27 0.60 -0.03
Cl 4.482 -5.213 0.783 0.03 -0.37 0.04
N 0.730 -2.107 -0.797 -2.12 2.30 0.12
C 0.035 -3.053 -1.459 0.11 0.50 -0.17
O 0.492 -4.073 -1.955 -0.22 -0.14 0.18
C -1.427 -2.748 -1.551 -0.21 -0.42 -0.07
C -2.289 -3.790 -1.886 0.13 0.17 -0.07
C -3.651 -3.564 -1.892 0.10 0.16 0.08
C -4.099 -2.298 -1.543 0.05 -0.03 -0.10
C -3.166 -1.321 -1.235 -0.47 -0.04 -0.06
N -1.856 -1.527 -1.245 -0.22 0.37 0.10
H 4.845 -0.451 -0.015 0.06 -0.01 0.02
H 3.812 3.281 -2.210 0.06 -0.02 0.01
H 2.639 5.513 -2.238 -0.02 0.04 0.00
H 0.315 5.599 -1.292 -0.06 0.04 0.04
H -0.709 3.525 -0.452 -0.03 0.03 0.00
H 1.915 -4.436 -0.102 0.05 -0.11 0.00
H -1.851 -4.744 -2.137 0.03 -0.02 0.01
H -4.341 -4.355 -2.150 -0.04 0.00 0.01
H -5.152 -2.061 -1.525 -0.05 0.04 0.05
H -3.503 -0.333 -0.962 -0.03 0.06 0.03
S -1.176 -0.606 1.631 0.60 0.10 -1.94
C -0.340 -0.391 3.152 0.30 0.28 -0.08
C -0.122 0.890 3.654 0.01 -0.11 0.05
C 0.356 1.059 4.939 0.01 0.19 0.04
C 0.641 -0.041 5.734 -0.01 -0.07 -0.08
C 0.457 -1.315 5.222 -0.04 -0.03 0.21
C -0.033 -1.497 3.944 -0.03 0.09 -0.25
H -0.356 1.744 3.034 -0.01 0.06 -0.01
H 0.479 2.057 5.329 0.09 0.13 0.07
H 0.994 0.094 6.745 0.06 0.02 0.06
H 0.670 -2.177 5.835 0.07 -0.12 0.08
H -0.198 -2.490 3.554 0.00 -0.07 -0.07
Br -0.913 0.907 -3.420 -0.15 0.20 -0.05
C -2.119 1.696 -2.174 0.28 -0.21 0.29
C -3.166 2.487 -2.607 -0.01 -0.01 -0.01
C -4.009 3.025 -1.646 0.30 -0.22 0.19
C -3.760 2.746 -0.306 -0.09 0.07 -0.27
C -2.685 1.943 0.021 -0.03 0.02 0.14
N -1.871 1.422 -0.899 -0.33 0.47 -0.51
H -3.307 2.665 -3.659 -0.04 0.04 -0.13
H -4.840 3.647 -1.940 -0.09 0.06 -0.03
H -4.395 3.140 0.471 -0.04 0.04 0.09
H -2.455 1.677 1.045 0.03 -0.04 0.03


Entry 2:
69
Properties=species:S:1:pos:R:3:forces:R:3 method="wB97M-V/def2-TZVPD" charge=+2 homo_lumo_gap_ha="0.17276 / 0.17273" total_energy_ha=-3754.14905 molar_mass_g_mol=938.77 de_lowest_kj_mol=0.00 homo_ev="-14.343 / -14.342"
Pt -0.309 -0.245 0.415 -4.92 -1.24 0.79
C -1.142 2.855 3.406 -0.01 -0.01 -0.07
C -0.590 2.122 2.349 -0.11 0.02 -0.04
N -0.974 0.884 2.079 1.83 0.98 -0.57
C -1.788 0.256 2.947 -0.06 0.18 -0.11
C -2.357 0.893 4.040 -0.22 0.19 0.27
C -2.061 2.258 4.225 0.00 -0.04 0.07
C -3.135 0.120 4.967 0.04 0.14 -0.03
C -3.185 -1.221 4.852 0.11 -0.13 -0.09
C -2.499 -1.889 3.778 -0.25 0.05 0.15
C -2.352 -3.278 3.724 -0.06 -0.17 0.11
C -1.609 -3.820 2.714 -0.10 -0.03 -0.11
C -1.092 -2.989 1.722 -0.18 0.22 0.08
N -1.254 -1.671 1.696 0.59 0.12 0.30
C -1.894 -1.131 2.776 -0.06 -0.36 -0.18
H -0.827 3.878 3.558 -0.01 -0.02 -0.01
H 0.158 2.558 1.709 0.03 -0.07 -0.02
H -2.518 2.799 5.043 0.04 -0.01 0.00
H -3.628 0.628 5.786 0.03 -0.01 -0.02
H -3.705 -1.825 5.585 0.00 0.01 -0.04
H -2.782 -3.899 4.501 0.00 0.00 -0.02
H -1.414 -4.881 2.657 0.00 0.02 -0.03
H -0.527 -3.452 0.952 0.31 -0.08 -0.19
F 3.986 -1.023 3.593 0.03 -0.01 0.06
C 3.899 -1.337 2.313 0.07 -0.06 -0.04
F 4.302 -2.582 2.116 0.03 0.02 0.05
F 4.644 -0.505 1.599 0.04 0.05 0.06
S 2.134 -1.181 1.820 0.08 0.31 -0.23
O 1.833 0.238 1.834 0.51 -0.35 0.11
O 1.434 -2.027 2.738 0.00 -0.12 -0.30
N 2.048 -1.821 0.330 0.28 0.10 -0.01
S 2.228 -1.021 -1.038 0.14 0.09 0.48
O 1.682 0.339 -0.990 0.23 -0.37 -0.01
O 1.769 -1.847 -2.126 0.07 0.01 0.29
C 4.054 -0.814 -1.344 -0.04 0.08 -0.22
F 4.239 -0.852 -2.656 0.05 0.04 0.00
F 4.718 -1.799 -0.770 0.03 -0.03 -0.06
F 4.455 0.355 -0.878 0.05 0.03 0.02
O -1.751 3.536 -2.423 0.03 -0.23 0.07
S -0.922 2.970 -1.404 -0.67 0.24 0.00
O -1.174 3.315 -0.047 0.07 -0.01 0.07
N -1.110 1.197 -1.399 1.07 0.88 0.46
C -1.506 0.553 -2.420 -0.39 -0.50 -0.77
C -2.012 1.123 -3.701 0.08 -0.03 0.64
C -2.444 0.317 -4.692 -0.11 -0.37 -0.29
C -2.346 -1.084 -4.557 0.01 0.14 -0.01
C -1.785 -1.707 -3.431 -0.14 0.05 -0.15
C -1.556 -3.093 -3.420 -0.01 -0.16 -0.12
C -0.881 -3.626 -2.356 -0.17 -0.13 0.05
C -0.536 -2.785 -1.313 0.04 0.31 -0.27
N -0.867 -1.474 -1.234 1.12 0.03 -0.41
C -1.400 -0.927 -2.324 -0.10 0.25 0.03
C 0.750 3.147 -1.825 0.17 -0.03 -0.02
C 1.310 2.455 -2.897 -0.16 0.19 0.03
C 2.582 2.796 -3.305 0.10 0.07 -0.06
C 3.266 3.825 -2.662 -0.03 0.00 0.01
C 2.697 4.498 -1.590 0.02 0.00 0.00
C 1.425 4.162 -1.152 0.07 -0.22 -0.03
H -2.060 2.196 -3.808 0.04 -0.03 0.07
H -2.848 0.747 -5.598 0.01 -0.07 -0.02
H -2.692 -1.720 -5.368 0.04 0.04 0.01
H -1.853 -3.703 -4.265 -0.01 0.03 0.02
H -0.589 -4.666 -2.326 0.01 0.03 0.03
H 0.100 -3.146 -0.535 0.26 -0.02 0.16
H 0.772 1.663 -3.403 0.06 0.03 0.03
H 3.041 2.270 -4.132 0.01 0.01 0.02
H 4.249 4.112 -3.012 0.01 -0.05 0.04
H 3.237 5.293 -1.094 0.01 0.00 -0.03
H 0.960 4.685 -0.327 0.01 -0.01 -0.02


Entry 3:
63
Properties=species:S:1:pos:R:3:forces:R:3 method="wB97M-V/def2-TZVPD" charge=+1 homo_lumo_gap_ha="0.28703 / 0.18397" total_energy_ha=-2997.35773 spin_multiplicity=2 molar_mass_g_mol=649.40 s_squared=0.78 homo_ev="-11.573 / -11.622"
Al 0.376 -0.325 0.536 0.06 0.57 -0.30
O -1.358 2.138 -2.315 -0.04 0.08 -0.01
C -0.693 1.574 -1.346 0.09 -0.03 0.09
O -0.343 0.401 -1.332 -0.07 -0.12 -0.16
C -0.346 2.431 -0.177 -0.01 0.01 -0.01
C -0.620 3.757 0.068 0.01 0.04 -0.04
C -0.233 4.266 1.311 0.02 -0.01 0.02
C 0.386 3.454 2.251 0.01 0.07 0.01
C 0.610 2.127 1.916 0.00 -0.07 0.03
N 0.260 1.675 0.728 -0.15 -0.22 0.03
C 1.219 1.018 2.771 0.04 0.02 -0.18
O 1.750 1.256 3.822 -0.05 0.01 0.01
O 1.124 -0.145 2.171 0.16 -0.12 0.40
H -1.619 1.470 -2.971 0.04 -0.03 -0.01
H -1.128 4.369 -0.664 0.00 -0.01 0.01
H -0.435 5.302 1.547 0.00 -0.01 -0.01
H 0.676 3.821 3.226 0.00 -0.02 -0.01
C 6.355 2.011 1.219 0.01 0.01 -0.02
C 5.456 1.307 2.008 0.01 0.00 0.02
C 4.347 0.711 1.428 -0.03 0.02 -0.02
C 4.138 0.815 0.050 0.06 -0.06 0.00
C 5.050 1.514 -0.741 -0.01 -0.02 0.03
C 6.153 2.113 -0.151 -0.01 0.01 -0.02
P 2.695 -0.048 -0.608 0.07 0.05 0.00
C 2.550 0.375 -2.364 -0.01 -0.07 -0.01
C 2.417 -0.596 -3.351 0.04 0.05 0.02
C 2.159 -0.221 -4.663 0.00 -0.03 0.00
C 2.032 1.120 -4.994 0.01 0.00 -0.02
C 2.160 2.094 -4.011 -0.01 0.01 0.00
C 2.412 1.724 -2.700 -0.02 -0.02 0.05
C 3.146 -1.801 -0.547 -0.15 0.04 -0.02
C 4.451 -2.262 -0.722 -0.06 -0.12 0.01
C 4.708 -3.625 -0.758 0.08 0.12 0.00
C 3.671 -4.534 -0.590 -0.11 -0.14 0.02
C 2.357 -4.099 -0.380 0.06 0.11 -0.01
C 1.295 -5.013 -0.183 0.08 -0.08 -0.02
C 0.004 -4.566 0.054 -0.13 0.15 0.02
C -0.265 -3.202 0.084 0.08 -0.38 -0.06
C 0.771 -2.251 -0.009 -0.09 0.42 -0.01
C 2.081 -2.704 -0.332 0.05 -0.14 0.03
H 7.219 2.481 1.671 -0.01 0.00 0.00
H 5.613 1.225 3.075 -0.01 0.00 -0.01
H 3.647 0.160 2.046 0.00 0.01 0.03
H 4.905 1.587 -1.811 0.01 0.00 0.01
H 6.859 2.657 -0.765 0.00 -0.01 0.01
H 2.513 -1.646 -3.101 0.00 0.01 -0.03
H 2.061 -0.981 -5.428 0.01 0.02 0.01
H 1.843 1.407 -6.020 -0.01 0.00 0.02
H 2.063 3.141 -4.267 0.02 -0.01 0.01
H 2.511 2.485 -1.932 -0.01 0.02 -0.03
H 5.260 -1.552 -0.843 -0.01 0.01 -0.01
H 5.719 -3.976 -0.918 -0.02 -0.03 0.01
H 3.874 -5.599 -0.593 0.03 0.03 -0.01
H 1.502 -6.075 -0.246 -0.01 0.02 0.02
H -0.801 -5.273 0.206 0.04 -0.03 -0.01
H -1.288 -2.883 0.243 0.03 0.10 -0.02
F -1.341 -0.514 0.891 -0.01 -0.26 0.17
P -3.298 -0.188 0.791 -0.03 0.08 -0.09
F -3.358 -1.766 0.688 -0.03 -0.05 0.00
F -2.844 1.343 0.872 -0.02 0.03 0.00
F -3.207 -0.286 2.357 0.01 0.01 0.04
F -3.036 -0.127 -0.785 0.01 -0.02 0.04
F -4.825 0.080 0.704 0.02 0.00 0.01


Entry 4:
65
Properties=species:S:1:pos:R:3:forces:R:3 method="wB97M-V/def2-TZVPD" homo_lumo_gap_ha=0.29458 total_energy_ha=-6677.01114 molar_mass_g_mol=960.97 de_lowest_kj_mol=105.79 homo_ev=-8.462
Pt -1.404 -0.996 -2.279 0.00 0.25 -0.58
F -1.882 -0.748 2.912 -0.44 -0.06 -0.30
C -2.875 0.134 2.641 0.02 -0.15 -0.20
F -3.166 0.733 3.813 -0.22 0.04 -0.04
F -3.950 -0.582 2.292 0.05 0.05 0.02
C -2.466 1.135 1.595 -0.14 0.07 0.04
C -2.495 2.482 1.908 -0.53 0.07 -0.07
C -2.088 3.415 0.967 -0.63 0.21 -0.17
C -1.664 2.939 -0.260 -0.37 0.09 -0.26
N -1.638 1.651 -0.587 -0.01 0.10 -0.13
C -2.041 0.748 0.303 -0.05 -0.18 0.03
S -2.030 -0.951 -0.134 -0.15 0.00 0.27
H -2.828 2.796 2.887 0.02 0.01 0.01
H -2.092 4.473 1.181 0.02 -0.02 0.01
H -1.323 3.624 -1.028 0.02 0.01 0.02
Br -3.350 -1.549 -9.276 0.00 0.00 0.01
C -2.557 -1.492 -7.557 -0.01 0.00 0.00
C -1.178 -1.572 -7.448 -0.01 0.00 0.01
C -0.612 -1.532 -6.185 0.04 0.02 0.02
C -1.423 -1.408 -5.067 -0.10 0.09 -0.01
C -2.803 -1.325 -5.170 -0.03 0.05 -0.01
C -3.365 -1.375 -6.442 0.01 0.00 -0.01
C -3.780 -1.172 -4.008 0.08 -0.22 0.01
O -4.963 -1.311 -4.228 0.00 0.13 -0.03
O -3.305 -0.887 -2.830 -0.08 -0.11 0.10
H -0.562 -1.666 -8.331 0.00 0.00 0.00
H 0.462 -1.602 -6.072 0.00 0.00 0.00
H -0.855 -1.435 -4.124 0.11 -0.06 0.32
H -4.442 -1.320 -6.523 0.00 0.00 0.00
Cl 1.148 4.655 1.257 0.04 0.10 0.00
C 1.552 2.977 1.431 0.03 -0.19 0.03
C 0.542 2.038 1.525 0.29 -0.11 0.13
C 0.885 0.706 1.680 0.18 0.01 0.00
C 2.210 0.287 1.743 0.02 -0.03 -0.02
C 2.497 -1.197 1.903 0.03 0.05 -0.02
C 3.100 -1.818 0.634 -0.02 0.00 0.03
N 2.329 -1.386 -0.522 0.04 -0.06 -0.09
C 2.612 -0.308 -1.328 -0.05 0.03 0.05
C 1.484 -0.058 -2.044 0.01 0.00 0.01
N 0.522 -0.971 -1.676 0.04 -0.06 -0.12
C 1.061 -1.752 -0.763 -0.02 0.03 0.11
O 3.377 -1.497 2.962 -0.01 0.01 0.00
C 2.715 -1.750 4.201 -0.03 -0.07 0.04
C 1.740 -0.684 4.603 -0.01 -0.01 0.04
C 2.075 0.592 4.947 0.01 0.04 0.05
Cl 3.660 1.229 5.074 0.03 0.00 -0.01
S 0.712 1.585 5.236 0.02 -0.05 0.02
C -0.353 0.285 4.913 0.12 0.06 0.22
C 0.323 -0.850 4.596 0.13 0.04 0.06
C 3.197 1.263 1.615 -0.01 -0.02 0.01
Cl 4.890 0.852 1.595 0.00 -0.02 0.01
C 2.883 2.604 1.472 0.02 0.02 -0.02
H -0.492 2.346 1.489 1.10 -0.25 0.27
H 0.094 -0.032 1.758 0.11 -0.01 0.03
H 1.529 -1.687 2.078 -0.02 0.04 -0.03
H 3.077 -2.904 0.706 0.00 0.00 0.01
H 4.130 -1.502 0.508 0.02 0.02 -0.01
H 3.566 0.187 -1.295 0.00 0.00 0.00
H 1.285 0.710 -2.770 0.01 -0.01 -0.01
H 0.551 -2.546 -0.246 0.01 -0.01 -0.01
H 3.514 -1.861 4.932 0.01 0.03 -0.01
H 2.178 -2.703 4.131 0.01 -0.01 0.03
H -1.420 0.428 4.968 0.24 0.01 0.12
H -0.166 -1.783 4.348 0.04 0.02 0.01
H 3.668 3.342 1.387 0.01 0.00 0.00